Density functional theory data (ωB97M-V/def2-TZVPD) for a molecular structure, C35H36N10O2S2SeYb.

```
87
C35H36N10O2S2SeYb (ωB97M-V/def2-TZVPD)
C -0.421 6.692 0.683
H -0.777 0.204 0.267
C 5.025 -2.066 -0.469
C 0.463 4.054 0.745
C -3.257 -0.526 2.493
H 2.986 5.767 -2.949
N -1.936 -2.410 -0.435
H -0.999 1.525 -1.610
N 0.971 -2.968 4.051
H -4.226 -1.006 2.543
H -1.805 -1.061 -2.632
C -0.745 0.690 2.355
C -0.410 4.481 -0.256
C -1.433 -5.304 1.068
C -2.522 -0.261 -2.497
H -0.990 -2.601 3.301
H -5.242 2.464 -2.086
H 3.215 4.487 -0.157
C -4.479 1.707 -2.195
C 4.427 -2.249 1.708
C -1.288 0.103 1.226
C -3.716 1.645 -3.356
H 0.770 6.957 2.445
H 1.657 3.907 -3.632
N -0.322 2.245 -1.377
H -2.919 -6.330 2.161
C -0.322 -5.448 0.186
N 5.387 -2.100 0.808
H -0.294 -8.916 -0.043
H 3.420 -2.102 -1.899
C -0.623 -7.935 0.269
C -2.535 -0.508 1.311
C 0.439 6.261 1.686
C -4.274 0.788 -1.180
C 0.962 1.900 -1.560
C 3.167 5.341 -0.837
H -4.882 0.822 -0.283
C -2.715 0.097 3.616
C 3.026 4.901 -2.286
H 2.820 2.351 -1.956
H -2.235 -8.593 1.466
C 2.024 -2.554 2.317
N 2.222 -2.922 3.554
H -1.753 -4.322 1.388
C 0.089 -6.783 -0.203
C 1.777 4.083 -2.560
H 4.078 5.920 -0.700
C -1.677 -7.746 1.092
C -2.743 0.669 -3.508
H -3.277 0.115 4.540
N 1.890 2.751 -1.919
H 0.168 -3.079 -3.339
C -3.284 -0.177 -1.342
N 2.719 -2.305 0.046
Yb 0.304 -2.102 -0.368
O -1.893 3.765 -1.980
H 5.807 -1.957 -1.209
C -1.464 0.691 3.548
H -3.890 2.358 -4.149
H 0.227 1.164 2.305
H 1.556 4.621 2.500
C 3.695 -2.154 -0.855
N 1.138 -6.860 -0.995
H -1.051 1.174 4.424
N 0.420 -4.459 -0.320
C 0.073 -2.645 3.128
H 4.707 -2.283 2.753
O 0.694 -2.532 -2.740
H 0.820 -3.234 5.015
H 3.904 4.330 -2.605
C -0.944 3.565 -1.280
C -0.853 5.804 -0.286
H 1.284 -1.994 -3.286
H -0.757 7.719 0.662
C 0.880 4.944 1.720
C 3.093 -2.369 1.331
C -2.074 -6.426 1.491
H -2.168 0.616 -4.422
H 2.325 5.965 -0.532
S -3.177 -1.413 -0.069
H 0.813 3.030 0.764
Se 1.721 -5.246 -1.323
H -1.534 6.119 -1.065
H 0.891 4.594 -2.195
S 1.478 0.242 -1.340
N 0.706 -2.368 1.994
H -2.332 -3.315 -0.673
```

Output
energy above the lowest of the compared OMol25 structures with the same formula, charge and spin	0.000	eV
charge	+3
2S+1	2
Kohn-Sham gap (alpha / beta)	0.2736 / 0.2648	Eh
strongest force on any atom	0.42	eV/Å

Mulliken population analysis, charges in e, atoms 1 to 4:
1 C -0.683
2 H -0.903
3 C -0.461
4 C 0.313

---

Density functional theory data (ωB97M-V/def2-TZVPD) for C7H12N2O in the gas phase in a non-equilibrium geometry.

```
22
C7H12N2O (ωB97M-V/def2-TZVPD)
O 2.246 2.321 0.250
H -0.429 -3.220 -0.785
N 2.839 0.166 0.255
H 2.469 -0.771 0.439
H -1.307 -1.764 -1.332
H 3.763 0.506 0.570
H 0.441 -1.946 -1.656
C -0.275 -0.096 0.489
H 0.677 0.244 -1.441
C -2.865 0.556 0.160
C -0.352 -2.134 -0.917
H -0.463 -2.022 1.118
C 1.973 1.147 -0.030
H 0.016 0.176 1.516
H 0.041 1.693 -0.676
H -4.907 0.430 0.712
C -1.702 0.255 0.321
H -4.611 0.562 -1.038
C 0.575 0.757 -0.472
H -4.414 1.988 0.008
C -4.271 0.900 -0.050
N -0.006 -1.529 0.359
```

Output
energy above the lowest of the compared OMol25 structures with the same formula, charge and spin	1.641	eV
SMILES	CC#C[C@H](CC(N)=O)NC
2S+1	1
Kohn-Sham gap	0.3741	Eh
strongest force on any atom	2.79	eV/Å

natural (NBO) population analysis, charges in e, atoms 1 to 4:
1 O -0.627
2 H 0.208
3 N -0.836
4 H 0.416

---

> Look up the 2S+1 of the first one.

2

---

Copy entry 2 word for word.
Density functional theory data (ωB97M-V/def2-TZVPD) for C7H12N2O in the gas phase in a non-equilibrium geometry.

```
22
C7H12N2O (ωB97M-V/def2-TZVPD)
O 2.246 2.321 0.250
H -0.429 -3.220 -0.785
N 2.839 0.166 0.255
H 2.469 -0.771 0.439
H -1.307 -1.764 -1.332
H 3.763 0.506 0.570
H 0.441 -1.946 -1.656
C -0.275 -0.096 0.489
H 0.677 0.244 -1.441
C -2.865 0.556 0.160
C -0.352 -2.134 -0.917
H -0.463 -2.022 1.118
C 1.973 1.147 -0.030
H 0.016 0.176 1.516
H 0.041 1.693 -0.676
H -4.907 0.430 0.712
C -1.702 0.255 0.321
H -4.611 0.562 -1.038
C 0.575 0.757 -0.472
H -4.414 1.988 0.008
C -4.271 0.900 -0.050
N -0.006 -1.529 0.359
```

Output
energy above the lowest of the compared OMol25 structures with the same formula, charge and spin	1.641	eV
SMILES	CC#C[C@H](CC(N)=O)NC
2S+1	1
Kohn-Sham gap	0.3741	Eh
strongest force on any atom	2.79	eV/Å

natural (NBO) population analysis, charges in e, atoms 1 to 4:
1 O -0.627
2 H 0.208
3 N -0.836
4 H 0.416

---

> What is the formula in the first record?

C35H36N10O2S2SeYb